(1)
# C49H67AlCl4F6LiN6NaO9PSi

A structure of composition C49H67AlCl4F6LiN6NaO9PSi (wB97M-V/def2-TZVPD, the OMol25 dataset).

Properties
- Total charge: +1
- Calculated total energy: -174033.8668 eV
- LUMO level: -5.6 eV
- Strongest force on any atom: 3.324 eV/A
- E_HOMO: -6.8 eV

CARTESIAN COORDINATES (ANGSTROEM)
C: 0.22 -1.75 2.94
C: 0.47 -2.30 1.90
C: 1.03 -2.79 0.60
C: 0.17 -2.44 -0.64
O: -1.15 -2.97 -0.71
C: -1.21 -4.23 -0.26
N: -1.33 -5.27 0.22
C: -0.14 -0.87 -0.59
O: -1.24 -0.57 0.08
N: -2.17 0.31 -0.68
O: -2.54 -0.20 -1.64
N: 0.71 -0.11 -1.19
C: 0.65 1.38 -1.27
C: 0.29 2.14 0.06
C: -0.94 3.12 -0.09
C: -1.91 3.07 1.16
C: -3.42 3.01 0.77
C: -4.35 2.67 1.99
C: -5.51 1.67 1.63
C: -5.76 0.62 2.77
Si: -4.58 -0.85 2.43
C: -2.81 -0.16 2.72
C: -4.81 -1.56 0.68
C: -4.77 -2.27 3.64
C: -5.46 -3.49 3.40
C: -5.45 -4.48 4.42
C: -4.79 -4.31 5.66
C: -4.11 -3.09 5.92
C: -4.12 -2.11 4.91
C: 1.71 -1.01 -1.80
P: 2.42 -0.28 -3.37
O: 1.45 0.60 -4.05
O: 3.76 0.63 -3.07
O: 2.85 -1.40 -4.46
C: 0.96 -2.38 -2.04
N: 0.11 -2.16 -3.23
C: 1.83 -3.64 -2.29
C: 0.87 -4.81 -2.77
N: 0.73 -5.89 -2.14
H: -0.28 -1.18 3.72
H: 2.06 -2.38 0.44
H: 1.19 -3.89 0.71
H: 1.63 1.73 -1.64
H: -0.10 1.68 -2.03
H: 0.19 1.44 0.91
H: 1.18 2.76 0.30
H: -1.47 3.03 -1.05
H: -0.51 4.15 -0.07
H: -1.76 3.99 1.76
H: -1.57 2.23 1.79
H: -3.71 4.01 0.40
H: -3.58 2.33 -0.09
H: -4.85 3.62 2.26
H: -3.79 2.35 2.89
H: -5.21 1.18 0.67
H: -6.46 2.20 1.38
H: -6.83 0.33 2.76
H: -5.56 1.06 3.77
H: -2.15 -1.04 2.74
H: -2.84 0.32 3.72
H: -2.59 0.55 1.90
H: -5.83 -2.00 0.64
H: -4.75 -0.81 -0.13
H: -4.07 -2.35 0.43
H: -5.96 -3.63 2.42
H: -5.95 -5.45 4.28
H: -4.76 -5.08 6.44
H: -3.57 -2.88 6.86
H: -3.58 -1.17 5.10
H: 2.62 -1.17 -1.18
H: 3.81 1.21 -3.85
H: 2.05 -1.69 -4.94
H: -0.23 -1.19 -3.29
H: -0.74 -2.72 -3.17
H: 2.34 -4.04 -1.39
H: 2.60 -3.51 -3.08
H: 0.22 -4.68 -3.70
H: 0.03 -6.45 -2.64
F: -0.78 -8.69 -1.92
Al: -0.52 -9.39 -0.33
F: 0.69 -10.62 -0.43
F: -1.99 -10.07 0.25
F: 0.02 -8.15 0.74
C: -0.45 6.72 -2.17
C: -0.34 6.86 -3.68
N: 1.06 6.61 -4.24
C: 2.01 7.61 -3.61
C: 1.09 6.93 -5.73
C: 0.24 6.05 -6.63
C: 1.63 5.23 -3.90
C: 0.78 4.03 -4.27
O: -0.44 4.07 -3.59
C: -1.50 3.37 -4.28
H: 0.12 7.48 -1.64
H: -1.50 6.84 -1.89
H: -0.14 5.74 -1.82
H: -0.60 7.88 -3.96
H: -1.03 6.20 -4.18
H: 1.60 8.61 -3.78
H: 2.98 7.51 -4.09
H: 2.10 7.40 -2.55
H: 2.13 6.89 -6.04
H: 0.75 7.96 -5.81
H: 0.77 5.14 -6.91
H: 0.06 6.58 -7.57
H: -0.73 5.79 -6.21
H: 1.81 5.23 -2.82
H: 2.60 5.17 -4.40
H: 1.30 3.12 -3.94
H: 0.65 3.94 -5.34
H: -1.12 2.65 -5.02
H: -2.16 4.10 -4.78
H: -2.10 2.83 -3.54
F: -3.76 -3.44 8.68
C: -8.32 -6.20 1.00
Cl: -7.14 -5.19 1.86
Cl: -9.51 -5.16 0.19
Cl: -7.48 -7.19 -0.21
Cl: -9.15 -7.26 2.15
C: 7.03 -2.22 7.06
C: 6.30 -3.30 6.58
C: 5.89 -3.33 5.26
C: 6.20 -2.28 4.41
C: 6.92 -1.18 4.89
C: 7.34 -1.16 6.22
C: 7.21 -0.03 4.01
O: 7.86 0.94 4.44
C: 6.73 -0.05 2.61
C: 6.95 1.05 1.79
C: 6.51 1.04 0.47
C: 5.86 -0.09 -0.03
C: 5.64 -1.18 0.80
C: 6.06 -1.17 2.11
C: 5.78 -2.34 2.99
O: 5.21 -3.31 2.55
H: 7.35 -2.19 8.10
H: 6.05 -4.12 7.25
H: 5.33 -4.18 4.89
H: 7.90 -0.31 6.61
H: 7.46 1.93 2.17
H: 6.68 1.90 -0.16
H: 5.51 -0.11 -1.05
H: 5.12 -2.05 0.41
F: -4.09 4.10 -5.03
Li: 9.40 0.05 4.79
Na: 1.22 -4.46 -4.93



(2)
# C49H67BN11O2P2Rb

A structure of composition C49H67BN11O2P2Rb (wB97M-V/def2-TZVPD, the OMol25 dataset).

Properties
- Total charge: -2
- Calculated total energy: -92297.3136 eV
- LUMO level: 2.7 eV
- ΔE to the lowest compared entry with this formula, charge and spin: 152.1 kJ/mol
- Strongest force on any atom: 2.929 eV/A
- E_HOMO: -1.3 eV

CARTESIAN COORDINATES (ANGSTROEM)
Rb: 0.49 0.11 0.15
C: -4.28 1.68 -2.03
C: -3.08 0.95 -1.90
N: -2.42 1.33 -0.82
N: -3.13 2.30 -0.25
C: -4.26 2.54 -0.95
B: -2.66 3.08 1.00
N: -2.53 2.14 2.21
C: -3.31 2.14 3.31
C: -2.86 1.16 4.16
C: -1.77 0.59 3.47
N: -1.58 1.19 2.31
N: -1.32 3.78 0.70
C: -1.09 5.11 0.72
C: 0.23 5.32 0.38
C: 0.73 4.03 0.16
N: -0.21 3.12 0.35
H: -5.03 1.61 -2.81
H: -2.68 0.17 -2.54
H: -4.97 3.29 -0.63
H: -3.49 3.92 1.26
H: -4.12 2.85 3.42
H: -3.25 0.89 5.13
H: -1.11 -0.21 3.78
H: -1.88 5.80 0.98
H: 0.74 6.27 0.30
H: 1.73 3.73 -0.13
N: -1.77 -2.06 1.27
C: -1.70 -3.29 2.02
C: -2.82 -4.34 1.72
C: -3.33 -4.46 0.27
C: -2.37 -4.91 -0.87
N: -1.33 -5.88 -0.54
C: -1.55 -7.04 0.05
N: -2.75 -7.67 -0.15
N: -0.59 -7.60 0.79
C: -0.33 -3.97 1.79
O: -0.03 -4.87 2.63
O: 0.31 -3.68 0.77
H: -2.69 -1.63 1.27
H: -1.45 -2.20 0.33
H: -1.76 -3.07 3.09
H: -3.70 -4.05 2.31
H: -2.51 -5.31 2.09
H: -3.72 -3.48 -0.03
H: -4.18 -5.15 0.29
H: -1.85 -4.05 -1.27
H: -2.98 -5.32 -1.68
H: -0.44 -5.43 -0.28
H: -3.23 -7.41 -0.99
H: -2.76 -8.65 0.05
H: -0.14 -6.88 1.49
H: -0.85 -8.47 1.23
C: 6.39 -1.25 -2.66
C: 5.31 -1.91 -2.12
C: 4.05 -1.33 -2.14
C: 3.85 -0.08 -2.73
C: 4.95 0.58 -3.28
C: 6.21 0.00 -3.25
P: 2.09 0.51 -2.71
C: 2.27 2.27 -3.17
C: 3.16 3.11 -2.49
C: 3.14 4.48 -2.69
C: 2.20 5.05 -3.54
C: 1.27 4.24 -4.18
C: 1.31 2.86 -4.00
C: 1.64 -0.24 -4.33
C: 2.28 -0.04 -5.53
C: 1.82 -0.70 -6.68
C: 0.73 -1.54 -6.63
C: 0.04 -1.76 -5.41
C: -1.09 -2.60 -5.30
C: -1.70 -2.73 -4.07
C: -1.20 -2.07 -2.93
C: -0.08 -1.25 -2.94
C: 0.51 -1.11 -4.23
H: 7.38 -1.69 -2.63
H: 5.44 -2.88 -1.65
H: 3.20 -1.84 -1.70
H: 4.82 1.55 -3.75
H: 7.05 0.52 -3.68
H: 3.87 2.67 -1.79
H: 3.86 5.10 -2.17
H: 2.18 6.12 -3.68
H: 0.51 4.68 -4.81
H: 0.59 2.23 -4.50
H: 3.14 0.62 -5.60
H: 2.33 -0.56 -7.63
H: 0.39 -2.05 -7.53
H: -1.48 -3.11 -6.17
H: -2.59 -3.36 -3.99
H: -1.77 -2.18 -2.00
C: 6.19 -1.28 3.40
C: 4.77 -1.22 2.83
C: 4.67 -2.07 1.56
C: 3.81 -1.86 3.84
P: 3.98 0.51 2.37
N: 2.78 0.41 1.46
C: 3.62 1.37 4.09
C: 3.40 2.85 3.76
C: 2.25 0.84 4.54
C: 4.63 1.27 5.23
C: 5.45 1.54 1.59
C: 5.99 0.67 0.46
C: 6.60 2.00 2.48
C: 4.79 2.75 0.90
H: 6.41 -2.32 3.69
H: 6.30 -0.65 4.29
H: 6.94 -0.98 2.67
H: 4.70 -3.14 1.81
H: 5.47 -1.87 0.85
H: 3.72 -1.86 1.07
H: 4.00 -2.94 3.91
H: 2.78 -1.73 3.50
H: 3.92 -1.44 4.84
H: 2.76 2.94 2.87
H: 4.34 3.38 3.58
H: 2.89 3.36 4.59
H: 1.63 0.64 3.66
H: 1.73 1.58 5.16
H: 2.33 -0.08 5.13
H: 5.62 1.64 4.93
H: 4.74 0.24 5.58
H: 4.28 1.87 6.07
H: 6.61 -0.15 0.83
H: 6.62 1.26 -0.22
H: 5.16 0.25 -0.12
H: 7.06 1.17 3.02
H: 6.28 2.75 3.21
H: 7.38 2.46 1.85
H: 3.80 2.44 0.54
H: 5.39 3.07 0.04
H: 4.67 3.61 1.56



Which of these has the highest calculated total energy?
C49H67BN11O2P2Rb